1.
Density functional theory data (the ωB97M-V functional and the def2-TZVPD basis) for a cluster of 5 separate species, C2H13NO5 in total in a non-equilibrium geometry.

Summary:
Highest occupied orbital energy (spin up / spin down) in eV: -14.42 / -14.42
Net charge: +1
DFT total energy in eV: -14002.5874
Multiplicity: 2
Energy relative to the best compared isomer or geometry (same formula, charge and spin) in kcal per mole: 45.9

Geometry as XYZ:
```
21
Properties=species:S:1:pos:R:3:forces:R:3
O 1.49538 1.13001 -0.36508 0.16 0.00 -0.23
C 1.07720 1.70808 0.56812 0.58 0.07 -1.39
C 0.88999 0.91017 1.90372 -0.21 0.59 1.43
N -0.49795 0.70267 1.79209 0.89 -1.88 1.42
H 0.71476 2.74527 0.51995 0.07 0.11 0.36
H 1.51847 0.03440 1.99122 0.08 -0.32 -0.85
H 1.23303 1.60525 2.66327 -0.43 0.35 0.29
H -0.55586 -0.27704 1.47416 -0.39 -0.03 -0.56
H -0.94913 0.73045 2.70699 -0.44 0.81 -0.19
H -1.18637 0.33971 -1.95163 -0.01 -0.55 -0.52
H -0.11441 0.45109 -3.05086 -0.27 -0.38 -0.09
O -0.78424 -0.15659 -2.69843 0.38 0.49 0.55
H 1.16903 -1.62926 0.21657 -0.44 -0.60 0.10
H 0.02570 -2.61552 0.54423 0.13 -0.21 -0.45
O 0.53648 -1.88498 0.90957 0.24 0.99 0.31
H -1.69944 1.47933 0.24065 0.04 0.08 0.69
H -1.25003 2.14053 -1.08943 -0.42 0.15 0.19
O -1.85620 1.49678 -0.69693 0.16 0.14 -0.94
H -0.22823 -2.27028 -1.93014 -0.47 0.28 0.03
H 0.52916 -3.49538 -2.19679 0.60 -0.85 -0.48
O -0.06732 -3.14470 -1.55124 -0.24 0.75 0.34
```
Positions in Å, forces in eV/Å.



2.
Density functional theory data (the ωB97M-V functional and the def2-TZVPD basis) for a structure of composition C19H23CrIN2O3Si in a non-equilibrium geometry.

Summary:
Highest occupied orbital energy (spin up / spin down) in eV: -4.74 / -4.30
Net charge: -1
DFT total energy in eV: -73600.8976
Multiplicity: 2

Geometry as XYZ:
```
50
Properties=species:S:1:pos:R:3:forces:R:3
Cr 0.05578 0.27087 -0.96218 -0.88 0.23 -0.60
O -1.20434 -1.72634 2.79211 -0.03 0.07 -0.15
C 0.01519 -2.17585 3.13034 0.06 -0.12 0.07
C 0.07463 -3.00621 4.25280 0.13 -0.01 -0.03
C 1.27973 -3.53316 4.66831 0.03 -0.01 0.04
C 2.45448 -3.24242 3.97840 -0.03 0.05 -0.07
C 2.39799 -2.41023 2.87399 0.10 -0.02 0.07
C 1.19646 -1.85896 2.43285 -0.03 0.12 -0.14
C 1.17625 -0.95572 1.24454 -0.15 -0.36 0.41
O -0.00651 -0.64088 0.79085 0.08 0.60 -0.29
N 2.28990 -0.51795 0.74306 -0.31 0.24 -0.39
N 1.98487 0.30116 -0.37428 0.48 -0.76 0.82
C 2.97023 0.98772 -0.80026 0.35 0.20 -0.16
C 2.88499 1.93739 -1.89271 0.29 -0.14 0.27
C 4.04627 2.61977 -2.28444 0.01 -0.08 0.05
C 4.03046 3.56175 -3.28653 -0.22 0.04 -0.10
C 2.80724 3.84380 -3.91556 0.19 0.03 0.03
C 1.65412 3.19655 -3.53992 -0.02 -0.09 0.02
C 1.66252 2.21877 -2.52144 -0.46 -0.05 -0.22
O 0.53289 1.62846 -2.20247 0.29 0.11 0.40
H -1.10180 -1.24362 1.94118 0.05 0.02 0.01
H -0.84935 -3.22912 4.77094 0.00 0.02 -0.03
H 1.30396 -4.18190 5.53680 0.02 0.01 -0.02
H 3.39828 -3.66440 4.29867 0.00 0.01 -0.01
H 3.29415 -2.15979 2.31966 -0.03 -0.02 0.02
H 3.92069 0.86276 -0.28305 0.04 0.06 -0.05
H 4.97446 2.38383 -1.77345 -0.01 0.01 0.00
H 4.93731 4.07432 -3.57918 -0.02 0.00 -0.01
H 2.76691 4.58403 -4.70689 0.01 -0.01 0.01
H 0.70412 3.40868 -4.01397 0.01 0.01 0.00
C -3.58844 -1.49320 -0.09404 -0.03 -0.37 -0.01
Si -3.37298 0.35426 -0.12768 0.08 0.04 0.05
C -3.27621 0.92779 1.65333 0.01 0.12 0.26
C -4.97254 1.04548 -0.82790 -0.30 0.16 -0.05
C -1.91236 0.95000 -1.04734 0.09 -0.32 -0.11
H -4.52036 -1.75758 0.41998 0.08 -0.01 -0.04
H -2.75870 -1.98385 0.42263 -0.09 -0.01 -0.04
H -3.62103 -1.90577 -1.10679 -0.02 -0.01 0.06
H -4.22180 0.72956 2.17065 0.09 0.02 0.02
H -3.08069 2.00512 1.70078 -0.03 -0.07 0.03
H -2.47774 0.41960 2.20498 -0.12 0.11 -0.05
H -5.83436 0.75709 -0.21377 0.04 0.04 -0.08
H -5.14736 0.68515 -1.84736 0.02 0.03 0.06
H -4.92839 2.13958 -0.86464 -0.05 -0.07 -0.01
H -1.78219 2.01335 -0.78878 0.08 0.03 0.00
H -2.09085 0.93121 -2.13141 -0.01 -0.01 -0.01
I -0.45294 -3.14229 -1.65774 -0.03 0.02 0.06
C 0.54467 -1.30808 -2.16539 0.28 0.15 0.05
H 0.24067 -1.12361 -3.19447 0.00 0.00 -0.05
H 1.60175 -1.57713 -2.14319 -0.04 -0.02 -0.10
```
Positions in Å, forces in eV/Å.



3.
Density functional theory data (the ωB97M-V functional and the def2-TZVPD basis) for a structure of composition C35H58N9O7PS3TeTi.

Summary:
Highest occupied orbital energy (spin up / spin down) in eV: -5.37 / -7.17
Net charge: 0
DFT total energy in eV: -137184.4167
Multiplicity: 3
Energy relative to the best compared isomer or geometry (same formula, charge and spin) in kcal per mole: 0.0

Geometry as XYZ:
```
115
Properties=species:S:1:pos:R:3:forces:R:3
Ti 0.59079 -0.11850 1.13177 0.66 -0.21 0.07
C -1.24061 -1.39161 5.77490 -0.01 0.00 0.00
N -0.74463 -0.09804 5.34063 -0.02 -0.01 -0.03
C -1.13219 1.12807 5.83646 0.00 0.00 0.02
C -0.50715 2.06729 5.10503 0.00 0.02 0.00
N 0.27383 1.40987 4.16733 -0.07 -0.01 -0.03
C 0.11272 0.06995 4.31261 -0.04 -0.05 0.03
S 0.84728 -1.19900 3.45550 -0.01 0.13 -0.05
C 1.15122 2.08178 3.27170 0.05 0.01 -0.02
C 1.79729 3.21167 3.70610 -0.01 -0.01 -0.01
C 2.63074 3.92929 2.84647 0.01 0.00 0.00
C 2.81159 3.39661 1.55135 0.02 0.00 0.02
C 2.16971 2.25736 1.18476 0.09 -0.05 0.13
N 1.29012 1.55709 2.00655 -0.04 0.26 -0.21
H -0.40669 -2.04481 6.02245 0.00 0.00 0.00
H -1.82921 -1.83828 4.97553 0.00 -0.01 -0.01
H -1.86076 -1.23885 6.65477 -0.01 0.00 -0.01
H -1.82225 1.22062 6.65521 -0.01 0.00 -0.01
H -0.55304 3.13922 5.14758 -0.02 0.00 -0.01
H 1.66344 3.52534 4.73296 0.01 0.00 -0.01
H 3.14461 4.81840 3.17766 0.00 0.00 0.00
H 3.47789 3.86693 0.84045 0.00 0.00 0.00
H 2.33765 1.80915 0.21604 0.03 0.02 0.02
C 2.48781 -1.73133 -2.18824 0.00 0.02 0.04
C 3.59696 -1.56409 -1.18829 -0.06 0.02 -0.01
C 4.89786 -1.85958 -1.57284 0.02 -0.01 0.00
C 5.95863 -1.70312 -0.69822 -0.01 0.00 0.00
C 5.70701 -1.22351 0.57624 0.00 -0.02 0.00
C 4.42343 -0.90083 0.99854 -0.04 -0.02 0.01
C 4.24861 -0.33507 2.38145 -0.02 -0.02 -0.03
C 3.33445 -1.08670 0.11411 0.13 0.00 -0.05
N 2.04276 -0.76305 0.50498 -0.28 0.01 0.11
H 2.78782 -1.35711 -3.16954 0.00 0.01 0.00
H 1.60116 -1.20219 -1.85678 0.10 -0.07 0.01
H 2.21500 -2.78072 -2.31792 0.01 -0.02 -0.02
H 5.07436 -2.21606 -2.58209 0.00 0.00 0.00
H 6.96772 -1.94369 -1.00691 0.00 0.00 0.00
H 6.52773 -1.08605 1.27164 0.00 0.00 0.00
H 4.96187 -0.79252 3.06875 0.01 0.02 0.00
H 3.24661 -0.49524 2.76437 0.00 0.01 0.01
H 4.43539 0.74259 2.38161 -0.03 0.03 0.00
C -4.94240 -2.96034 3.05339 0.01 0.00 0.01
C -3.56686 -2.67692 2.49901 0.02 -0.01 0.03
O -3.16136 -1.35845 2.90925 -0.01 0.05 0.01
P -2.65154 -0.31699 1.79615 -0.05 -0.07 -0.04
O -1.29241 -0.80778 1.31483 -0.08 0.08 0.08
Te -4.23594 0.06077 0.11835 -0.02 -0.02 -0.02
O -2.34480 0.93877 2.73684 -0.06 -0.06 -0.01
C -3.33917 1.94458 3.01764 0.04 0.01 0.03
C -4.41011 1.43604 3.95583 -0.01 0.00 0.00
H -5.23657 -3.98636 2.82639 -0.01 0.00 -0.01
H -5.66959 -2.28115 2.60827 0.00 0.00 0.00
H -4.95349 -2.82856 4.13632 -0.01 -0.01 0.00
H -3.57231 -2.73578 1.40864 -0.01 0.00 0.00
H -2.81498 -3.37330 2.87689 0.01 0.00 -0.01
H -3.76612 2.28161 2.07257 -0.01 0.01 -0.01
H -2.77783 2.76848 3.45596 0.02 0.00 0.00
H -5.01986 0.67515 3.46865 0.01 -0.01 0.01
H -5.06117 2.26223 4.24707 0.00 0.00 0.00
H -3.96697 1.00555 4.85538 0.00 0.00 0.00
N -0.35061 -5.12526 -1.88775 -0.09 0.05 -0.02
C -1.46719 -5.50253 -1.00978 0.00 -0.02 0.02
C -1.60852 -4.46192 0.09749 0.01 -0.02 0.00
N -0.37727 -4.21789 0.83842 -0.04 -0.02 0.02
C 0.76843 -4.00808 -0.03926 0.02 0.02 0.00
C 0.89759 -5.07882 -1.11437 0.02 0.05 -0.03
H -1.07733 -3.67626 -2.65267 0.00 0.05 -0.04
H -0.26599 -5.79974 -2.63978 0.01 0.01 0.01
H -1.29437 -6.49127 -0.55988 0.01 -0.01 -0.01
H -2.38315 -5.55252 -1.60126 -0.01 0.01 0.00
H -2.38247 -4.78407 0.79553 -0.01 0.01 0.00
H -1.94561 -3.51846 -0.34219 0.02 0.00 -0.01
H -0.19301 -4.97816 1.48183 0.01 -0.03 -0.03
H 1.67531 -3.95057 0.56489 0.00 -0.03 -0.02
H 0.66321 -3.03468 -0.52603 -0.05 0.00 0.03
H 1.09740 -6.05316 -0.64469 0.01 -0.01 0.01
H 1.72545 -4.85468 -1.78780 0.01 0.01 0.00
C -2.25280 3.72969 -0.88369 -0.02 -0.02 0.02
S -1.17157 3.31245 0.49225 0.00 0.01 0.04
C -0.68830 4.96244 1.02835 0.02 -0.01 -0.02
H -3.13028 4.28221 -0.54825 0.01 0.01 0.00
H -2.58763 2.78352 -1.30872 -0.01 0.00 -0.01
H -1.71898 4.31109 -1.63790 0.00 -0.01 0.00
H -0.22934 5.52116 0.21165 0.00 0.00 0.00
H 0.05416 4.83484 1.81644 0.00 0.01 0.00
H -1.53906 5.52097 1.41923 0.00 0.00 0.00
C 1.10558 4.54069 -7.12051 0.01 0.02 0.01
C 0.56270 3.66810 -5.99753 -0.01 -0.04 -0.01
S -0.16367 2.19119 -6.69208 -0.01 0.02 0.07
O 0.88704 1.43735 -7.32706 0.01 -0.02 -0.01
O -1.32970 2.58287 -7.43696 -0.01 0.01 0.00
C -0.70916 1.27322 -5.26357 -0.03 -0.02 -0.07
C 0.44272 0.55915 -4.56318 0.02 -0.02 0.01
N 0.07095 0.17712 -3.20792 -0.12 0.08 0.01
C 0.30547 0.93163 -2.09679 0.07 0.03 -0.07
N -0.19180 0.35937 -1.01807 0.00 -0.18 0.10
C -0.79251 -0.80670 -1.43807 -0.14 -0.03 -0.08
C -0.62850 -0.93583 -2.78556 0.06 0.16 0.07
N -0.96290 -1.99771 -3.59016 -0.01 -0.04 -0.02
O -1.71224 -2.95577 -2.96210 0.04 -0.16 0.03
O -0.68713 -2.10631 -4.80403 -0.04 0.04 -0.01
C 1.04562 2.21917 -2.15373 -0.01 0.00 0.01
H 1.54874 5.44338 -6.70220 0.00 0.00 0.00
H 0.30668 4.83011 -7.80119 0.00 0.00 0.00
H 1.86966 4.00836 -7.68449 0.00 0.00 0.00
H -0.22453 4.16832 -5.43191 -0.01 0.00 -0.01
H 1.35308 3.35034 -5.31556 0.01 0.00 -0.01
H -1.43993 0.55940 -5.64875 0.01 -0.01 0.01
H -1.23028 1.97015 -4.60422 0.02 0.02 0.00
H 1.32467 1.19282 -4.49080 -0.01 0.02 0.01
H 0.71584 -0.33058 -5.11860 0.02 0.01 0.00
H -1.29902 -1.46677 -0.76418 -0.03 -0.02 -0.02
H 2.10130 2.06060 -2.38970 0.01 0.00 0.01
H 0.95709 2.71694 -1.19167 -0.02 0.01 -0.01
H 0.62208 2.88025 -2.91361 0.01 0.00 0.00
```
Positions in Å, forces in eV/Å.



4.
Density functional theory data (the ωB97M-V functional and the def2-TZVPD basis) for the molecule C5H13BN2O2S in a non-equilibrium geometry.

Summary:
Highest occupied orbital energy in eV: -8.23
SMILES: C[C@H](NC(=S)[C@H](C)N)B(O)O
Net charge: 0
DFT total energy in eV: -23985.3853
Multiplicity: 1
Energy relative to the best compared isomer or geometry (same formula, charge and spin) in kcal per mole: 0.0

Geometry as XYZ:
```
24
Properties=species:S:1:pos:R:3:forces:R:3
S -2.61878 -0.05198 -0.78207 -0.55 0.37 -0.07
O 0.62207 3.07216 1.81611 1.12 -0.15 -0.69
O 1.53326 1.65836 0.06416 -0.76 0.67 0.53
B 0.60498 1.91822 1.08668 -0.28 -0.88 -0.28
C -1.02695 -0.43147 -0.65215 -0.54 0.07 -0.08
N -0.30389 -0.16489 0.42802 1.40 -1.73 -0.25
N 0.52485 -0.08610 -2.52273 0.59 -0.46 0.51
C -0.56449 0.22144 2.84556 -0.50 -0.60 0.34
C 0.44452 -2.35162 -1.44436 -0.10 1.03 0.19
C -0.54925 0.81397 1.42918 0.64 1.52 0.24
C -0.35944 -1.07211 -1.83594 1.31 -1.51 -1.44
H 1.38891 3.57689 1.48616 -0.42 0.17 0.35
H 1.26743 1.05420 -0.66730 0.20 0.36 0.61
H 0.65855 -0.52238 0.55295 -0.94 -0.03 -0.89
H 0.87612 -0.39953 -3.43908 -0.22 -0.27 0.83
H -0.01608 0.71908 -2.74009 -0.65 0.84 -0.15
H 0.30053 0.41403 3.46807 0.37 0.32 -0.13
H -1.42688 0.58085 3.40631 0.00 0.08 -0.02
H -0.65936 -0.88057 2.83063 -0.07 0.46 -0.27
H 1.29157 -2.10869 -0.79793 0.11 0.08 -0.16
H -0.21096 -2.97442 -0.85150 -0.19 -0.44 -0.07
H 0.82291 -2.88885 -2.31758 -0.17 0.10 0.10
H -1.48723 1.31721 1.20356 -0.22 -0.24 0.06
H -1.11235 -1.41379 -2.56667 -0.14 0.25 0.72
```
Positions in Å, forces in eV/Å.